DFT (the ωB97M-V functional and the def2-TZVPD basis) results for a 2-piece molecular cluster, C2H5NO2S overall.

Last column: Löwdin charge in e.
Atoms and positions in Å:
C 0.385 -0.980 -0.125  -0.68
C -0.415 -0.628 -1.320  -0.06
N -0.664 0.770 1.971  0.03
O 0.359 -1.954 0.557  0.06
O 1.577 1.314 -0.836  -0.54
S 1.628 0.367 0.272  1.03
H -1.111 -1.423 -1.571  0.09
H -0.959 0.294 -1.118  0.09
H 0.256 -0.426 -2.155  0.08
H -0.134 1.017 2.803  -0.05
H -0.921 1.649 1.522  -0.04

For the HOMO energy (spin up / spin down), the calculation gives -8.957 / -8.955 eV. The calculation puts the relative energy (zero: lowest compared OMol25 entry of this formula, charge and spin) at 412.5 kJ/mol. The net charge is 0. The HOMO-LUMO gap (spin up / spin down) is 0.237 / 0.237 hartree. The calculation puts the LUMO energy (spin up / spin down) at -2.50 / -2.50 eV. The value obtained for the energy is -18571.29369 eV.


DFT (the ωB97M-V functional and the def2-TZVPD basis) results for C16H13IN2O2SbSe4Tc as an isolated structure.

Last column: Löwdin charge in e.
Atoms and positions in Å:
Tc -1.775 -1.798 2.806  0.41
Se -6.375 -1.617 4.467  0.24
Sb -5.525 -1.088 2.421  0.14
Se -2.921 0.140 3.230  0.78
Se -3.290 -3.222 2.169  0.35
Se -5.715 -0.483 0.232  0.24
O -2.479 1.039 1.655  -0.33
C -1.464 0.513 1.028  -0.50
N -0.818 1.125 0.081  0.22
C 0.307 0.309 -0.433  -0.22
C 0.127 -0.946 0.444  -0.38
O 0.758 -1.954 0.449  0.06
N -0.989 -0.722 1.322  -0.06
C 1.633 1.020 -0.156  -0.14
C 1.739 2.371 -0.476  -0.02
C 2.942 3.036 -0.312  -0.05
C 4.054 2.352 0.164  -0.05
C 3.955 1.005 0.467  -0.05
C 2.747 0.334 0.308  -0.02
C 0.129 -0.020 -1.915  -0.15
C -0.731 0.722 -2.716  -0.03
C -0.796 0.479 -4.081  -0.06
C -0.008 -0.509 -4.648  -0.05
C 0.850 -1.251 -3.848  -0.04
C 0.925 -1.007 -2.486  -0.01
H -1.046 2.057 -0.229  0.17
H 0.901 2.920 -0.893  0.11
H 3.016 4.084 -0.568  0.12
H 4.995 2.869 0.288  0.12
H 4.821 0.464 0.823  0.12
H 2.698 -0.723 0.528  0.11
H -1.357 1.506 -2.309  0.10
H -1.460 1.068 -4.698  0.11
H -0.057 -0.697 -5.712  0.12
H 1.473 -2.018 -4.287  0.12
H 1.616 -1.577 -1.879  0.12
I 0.572 -2.867 3.521  1.13
C -1.082 -2.282 4.694  -0.72
H -0.812 -1.495 5.390  0.00
H -1.558 -3.137 5.160  0.00

For the HOMO energy, the calculation gives -13.880 eV. The net charge is +2. The HOMO-LUMO gap is 0.159 hartree. The calculation puts the LUMO energy at -9.55 eV. The value obtained for the energy is -302083.95264 eV.


DFT (the ωB97M-V functional and the def2-TZVPD basis) results for C18H16FeN4O2 as an isolated structure.

Last column: Löwdin charge in e.
Atoms and positions in Å:
Fe -0.234 0.268 0.128  0.96
C -1.483 -2.024 3.485  0.01
C -0.562 -1.526 2.419  -0.39
O -0.986 -0.555 1.721  -0.10
C 0.719 -2.127 2.281  0.03
C 1.738 -1.761 1.417  -0.27
C 3.066 -2.438 1.464  -0.02
N 1.523 -0.765 0.526  -0.03
N 2.549 -0.415 -0.223  0.11
C 2.235 0.651 -1.011  -0.36
O 1.087 1.207 -0.980  -0.10
C 3.269 1.161 -1.904  -0.16
C 4.465 0.459 -2.081  -0.01
C 5.428 0.953 -2.942  -0.06
C 5.207 2.147 -3.616  -0.05
C 4.022 2.852 -3.437  -0.06
C 3.050 2.360 -2.587  -0.01
H -1.430 -1.333 4.330  0.11
H -1.214 -3.017 3.835  0.09
H -2.509 -2.012 3.122  0.10
H 0.929 -2.934 2.968  0.12
H 3.083 -3.198 2.240  0.09
H 3.853 -1.707 1.650  0.09
H 3.289 -2.895 0.499  0.09
H 4.626 -0.464 -1.542  0.11
H 6.352 0.411 -3.086  0.11
H 5.966 2.534 -4.284  0.11
H 3.863 3.785 -3.960  0.11
H 2.124 2.898 -2.437  0.12
N -4.723 -4.073 -1.301  0.19
C -3.934 -3.317 -1.651  -0.16
C -2.941 -2.365 -2.063  -0.18
C -2.692 -2.101 -3.406  0.03
C -1.715 -1.174 -3.725  -0.01
C -1.027 -0.548 -2.703  -0.08
N -1.266 -0.802 -1.408  0.00
C -2.210 -1.692 -1.096  -0.05
H -3.254 -2.612 -4.175  0.14
H -1.485 -0.935 -4.752  0.12
H -0.252 0.179 -2.910  0.12
H -2.388 -1.875 -0.044  0.12

For the HOMO energy (spin up / spin down), the calculation gives -11.268 / -12.304 eV. The spin multiplicity is 6. The calculation puts the relative energy (zero: lowest compared OMol25 entry of this formula, charge and spin) at 0.0 kJ/mol. The net charge is +1. The HOMO-LUMO gap (spin up / spin down) is 0.289 / 0.251 hartree. The calculation puts the LUMO energy (spin up / spin down) at -3.41 / -5.48 eV. The value obtained for the energy is -63362.35332 eV.


DFT (the ωB97M-V functional and the def2-TZVPD basis) results for C18H18Cl3IrN2O7S3Se as an isolated structure.

Last column: Löwdin charge in e.
Atoms and positions in Å:
Ir 0.057 0.097 0.108  1.12
C -1.744 2.255 3.002  -0.08
C -0.661 2.746 2.108  -0.60
N -0.087 2.077 1.168  -0.02
C 0.846 2.839 0.470  -0.30
C 0.982 4.102 0.931  -0.35
S -0.077 4.368 2.247  1.07
C 1.607 2.305 -0.697  -0.27
C 2.498 3.049 -1.385  -0.35
S 3.154 2.160 -2.681  1.08
C 2.196 0.805 -2.258  -0.61
N 1.458 0.989 -1.203  -0.06
C 2.243 -0.401 -3.142  -0.08
H -1.980 1.224 2.753  0.07
H -2.640 2.867 2.871  0.08
H -1.426 2.295 4.041  0.08
H 1.627 4.886 0.572  0.07
H 2.793 4.068 -1.210  0.07
H 2.932 -0.238 -3.971  0.07
H 1.250 -0.597 -3.548  0.10
H 2.562 -1.286 -2.611  0.03
Cl -5.906 0.228 -4.308  0.60
C -4.463 0.582 -3.379  -0.69
C -3.891 -0.413 -2.592  -0.14
C -2.761 -0.110 -1.875  -0.53
Cl -1.983 -1.298 -0.866  0.77
C -2.130 1.178 -1.886  -0.47
O -1.072 1.433 -1.204  -0.24
C -2.767 2.123 -2.704  -0.59
Cl -2.092 3.727 -2.803  0.66
C -3.908 1.840 -3.437  -0.16
H -4.320 -1.403 -2.541  0.10
H -4.356 2.609 -4.050  0.10
O 0.062 -1.934 4.073  -0.45
Se 0.357 -0.676 3.127  0.88
O 1.917 -1.021 2.464  -0.34
O -0.812 -0.695 1.887  -0.59
O 0.437 0.690 3.939  -0.43
O 1.588 0.004 1.273  -0.49
O 0.244 -2.639 0.471  -0.58
S 1.130 -2.382 -0.691  0.83
C 1.590 -4.072 -1.328  -0.30
C 3.105 -4.212 -1.332  -0.25
C 3.563 -3.485 -0.074  -0.23
C 2.884 -2.126 -0.100  -0.29
H 1.159 -4.189 -2.323  0.08
H 1.119 -4.782 -0.649  0.09
H 3.532 -3.734 -2.220  0.10
H 3.411 -5.260 -1.347  0.10
H 4.650 -3.382 -0.031  0.11
H 3.242 -4.037 0.812  0.12
H 3.373 -1.455 -0.802  0.07
H 2.861 -1.657 0.876  0.05

For the HOMO energy (spin up / spin down), the calculation gives -4.036 / -4.396 eV. The spin multiplicity is 2. The calculation puts the relative energy (zero: lowest compared OMol25 entry of this formula, charge and spin) at 383.6 kJ/mol. The net charge is -1. The HOMO-LUMO gap (spin up / spin down) is 0.221 / 0.234 hartree. The calculation puts the LUMO energy (spin up / spin down) at 1.98 / 1.98 eV. The value obtained for the energy is -174523.33739 eV.


DFT (the ωB97M-V functional and the def2-TZVPD basis) results for a 8-piece molecular cluster, C35H85FNO8 overall.

Last column: Löwdin charge in e.
Atoms and positions in Å:
C -2.455 -3.121 2.827  0.01
C -1.203 -3.030 3.704  -0.36
F -0.754 -4.339 3.918  -0.02
C -0.048 -2.308 3.046  -0.07
C -0.118 -0.769 3.049  -0.20
C -1.384 -0.111 3.561  -0.14
O -1.124 1.259 3.785  -0.08
C -0.776 1.949 2.611  -0.17
C 0.268 1.258 1.744  -0.07
N 0.021 -0.223 1.642  0.10
H -3.165 -2.355 3.107  0.08
H -2.866 -4.109 2.963  0.08
H -2.161 -3.029 1.787  0.08
H -1.437 -2.638 4.688  0.13
H 0.027 -2.657 2.019  0.12
H 0.871 -2.602 3.533  0.13
H 0.709 -0.341 3.594  0.16
H -2.186 -0.227 2.828  0.14
H -1.705 -0.515 4.506  0.14
H -1.640 2.206 1.996  0.14
H -0.332 2.883 2.926  0.14
H 0.289 1.673 0.743  0.13
H 1.270 1.373 2.130  0.14
H -0.889 -0.353 1.195  0.18
H 0.752 -0.703 1.119  0.19
C 0.213 4.380 -3.104  -0.06
C 0.830 3.920 -1.795  -0.28
O 1.198 2.546 -1.783  -0.19
C 2.163 2.170 -2.758  -0.27
C 3.490 2.890 -2.615  -0.07
H -0.639 3.750 -3.367  0.08
H -0.127 5.411 -3.019  0.09
H 0.925 4.337 -3.930  0.06
H 0.099 4.034 -0.991  0.11
H 1.688 4.547 -1.530  0.11
H 1.750 2.301 -3.764  0.10
H 2.321 1.099 -2.624  0.12
H 3.390 3.959 -2.792  0.04
H 4.210 2.502 -3.334  0.09
H 3.895 2.760 -1.609  0.08
C -1.616 2.697 -6.772  -0.07
C -0.382 2.743 -7.656  -0.27
O 0.804 2.307 -7.011  -0.17
C 0.803 0.969 -6.550  -0.30
C 0.618 -0.062 -7.650  -0.08
H -1.447 3.260 -5.852  0.07
H -2.468 3.131 -7.295  0.08
H -1.882 1.676 -6.495  0.07
H -0.188 3.775 -7.951  0.12
H -0.545 2.178 -8.580  0.11
H 0.051 0.839 -5.762  0.10
H 1.776 0.818 -6.080  0.11
H -0.366 0.010 -8.115  0.07
H 0.717 -1.068 -7.242  0.08
H 1.367 0.076 -8.431  0.09
C 3.594 5.450 -5.455  -0.07
C 2.424 5.896 -6.312  -0.27
O 1.665 6.947 -5.740  -0.16
C 2.360 8.159 -5.504  -0.28
C 2.935 8.796 -6.757  -0.08
H 3.250 5.186 -4.456  0.05
H 4.078 4.580 -5.901  0.08
H 4.349 6.231 -5.349  0.07
H 1.729 5.062 -6.429  0.10
H 2.761 6.167 -7.318  0.11
H 3.143 8.011 -4.751  0.10
H 1.625 8.832 -5.062  0.12
H 3.718 8.182 -7.205  0.07
H 3.373 9.765 -6.518  0.08
H 2.155 8.939 -7.505  0.08
C -2.489 -8.115 -1.129  -0.07
C -2.065 -6.679 -0.877  -0.28
O -2.610 -6.120 0.306  -0.18
C -2.268 -6.771 1.519  -0.29
C -0.780 -6.775 1.813  -0.07
H -3.577 -8.197 -1.128  0.08
H -2.114 -8.452 -2.095  0.08
H -2.103 -8.794 -0.368  0.07
H -2.427 -6.047 -1.689  0.12
H -0.972 -6.593 -0.873  0.11
H -2.676 -7.787 1.539  0.11
H -2.782 -6.220 2.307  0.10
H -0.218 -7.365 1.087  0.07
H -0.592 -7.198 2.799  0.08
H -0.388 -5.758 1.789  0.06
C 8.539 4.810 0.083  -0.08
C 8.042 5.004 -1.339  -0.28
O 6.641 4.845 -1.487  -0.17
C 5.834 5.741 -0.747  -0.29
C 6.050 7.202 -1.103  -0.07
H 8.218 3.842 0.471  0.08
H 9.627 4.854 0.109  0.08
H 8.161 5.581 0.757  0.07
H 8.488 4.247 -1.984  0.12
H 8.360 5.977 -1.730  0.11
H 5.967 5.578 0.329  0.11
H 4.804 5.465 -0.981  0.10
H 7.052 7.542 -0.837  0.07
H 5.336 7.829 -0.568  0.08
H 5.920 7.357 -2.175  0.08
C -8.074 -6.257 4.090  -0.08
C -6.590 -5.936 4.049  -0.29
O -5.778 -7.015 3.623  -0.16
C -6.031 -7.507 2.318  -0.27
C -5.818 -6.474 1.225  -0.07
H -8.256 -7.140 4.703  0.08
H -8.628 -5.418 4.512  0.08
H -8.477 -6.453 3.095  0.07
H -6.245 -5.694 5.055  0.12
H -6.405 -5.049 3.430  0.10
H -7.035 -7.941 2.257  0.11
H -5.329 -8.329 2.178  0.11
H -6.538 -5.655 1.293  0.07
H -5.931 -6.932 0.242  0.08
H -4.821 -6.047 1.298  0.05
C -1.404 -0.851 8.847  -0.08
C -2.516 -1.838 9.161  -0.28
O -2.763 -2.776 8.128  -0.16
C -1.682 -3.622 7.785  -0.30
C -1.189 -4.498 8.923  -0.07
H -1.603 -0.339 7.903  0.07
H -1.330 -0.105 9.638  0.08
H -0.434 -1.342 8.763  0.07
H -3.454 -1.297 9.291  0.12
H -2.319 -2.353 10.107  0.11
H -0.858 -3.031 7.363  0.10
H -2.055 -4.259 6.981  0.11
H -0.753 -3.910 9.731  0.07
H -0.422 -5.184 8.563  0.08
H -2.011 -5.079 9.340  0.09

For the HOMO energy, the calculation gives -11.020 eV. The calculation puts the relative energy (zero: lowest compared OMol25 entry of this formula, charge and spin) at 35.9 kJ/mol. The net charge is +1. The HOMO-LUMO gap is 0.299 hartree. The calculation puts the LUMO energy at -2.89 eV. The value obtained for the energy is -58251.44412 eV.


DFT (the ωB97M-V functional and the def2-TZVPD basis) results for C10H14O3 as an isolated structure.

Last column: Löwdin charge in e.
Atoms and positions in Å:
C -3.162 0.336 1.124  -0.15
C -2.744 0.703 -0.340  -0.28
C -1.316 0.098 -0.541  -0.21
C -0.226 0.961 -0.375  0.02
C 1.031 0.317 -0.156  -0.19
C 2.013 2.458 -0.513  -0.19
C 1.418 -1.021 -0.272  -0.25
C 3.178 -1.723 0.776  -0.22
C 0.224 -1.725 -0.552  0.04
C -1.043 -1.272 -0.537  -0.26
H -1.974 0.404 1.744  0.15
H -3.766 -0.796 0.963  0.12
H -3.953 1.547 1.422  0.17
H -3.426 -0.007 -1.025  0.13
H -2.774 1.779 -0.418  0.08
H -0.283 2.064 -0.042  0.14
H 1.752 3.092 -1.545  0.13
H 3.185 2.565 -0.587  0.12
H 1.378 3.302 0.157  0.12
H 2.289 -1.367 1.796  0.19
H 4.046 -2.776 1.106  0.17
H 3.910 -0.701 0.827  0.11
H 0.265 -2.861 -0.676  0.17
H -2.906 -2.357 -1.217  0.25
O 2.148 1.128 -0.135  -0.12
O 2.612 -1.657 -0.412  -0.09
O -1.876 -2.491 -0.572  -0.12

For the HOMO energy, the calculation gives -8.319 eV. The calculation puts the relative energy (zero: lowest compared OMol25 entry of this formula, charge and spin) at 1096.8 kJ/mol. The net charge is 0. The HOMO-LUMO gap is 0.316 hartree. The calculation puts the LUMO energy at 0.27 eV. The value obtained for the energy is -16727.84524 eV.